Version P
The following is a quantum chemistry calculation of a structure of composition C32H52N4O2PSTbTe, from the Open Molecules 2025 dataset.

Geometry as XYZ:
```
94
C32H52N4O2PSTbTe, DFT the ωB97M-V functional and the def2-TZVPD basis
Tb 12.609 9.442 11.966
C 13.523 12.216 10.402
C 14.705 11.192 10.520
N 14.846 10.462 11.856
C 15.326 11.294 13.047
C 14.290 12.361 13.467
S 12.545 11.902 13.646
C 11.602 13.097 12.605
C 11.168 12.389 11.326
N 12.184 11.589 10.629
H 13.629 13.156 10.987
H 13.553 12.516 9.339
H 14.499 10.401 9.774
H 15.658 11.641 10.254
H 15.517 9.654 11.698
H 15.544 10.694 13.918
H 16.237 11.844 12.780
H 14.623 12.733 14.479
H 14.485 13.130 12.698
H 10.671 13.364 13.205
H 12.223 13.927 12.373
H 10.312 11.717 11.493
H 10.880 13.192 10.623
H 11.787 11.341 9.698
C 13.344 8.657 15.684
C 12.881 8.127 14.329
C 11.458 8.033 14.098
C 10.435 8.577 15.094
C 10.879 7.362 12.918
C 9.368 7.386 12.653
C 11.810 6.599 12.117
C 11.212 5.587 11.199
C 13.205 6.762 12.299
C 14.201 6.270 11.282
C 13.726 7.322 13.506
C 15.108 7.034 13.990
H 12.770 9.524 16.013
H 14.400 8.964 15.659
H 13.220 7.835 16.393
H 9.641 7.797 15.263
H 9.863 9.435 14.664
H 10.838 8.950 16.051
H 8.841 6.650 13.231
H 9.117 7.220 11.612
H 8.954 8.371 12.919
H 11.940 4.782 10.903
H 10.846 6.056 10.300
H 10.401 5.048 11.662
H 13.975 6.836 10.341
H 14.076 5.216 11.060
H 15.212 6.485 11.590
H 15.100 6.936 15.088
H 15.872 7.759 13.639
H 15.382 6.054 13.617
Te 7.447 10.754 11.843
C 5.930 11.273 13.268
C 5.121 10.183 13.686
C 4.238 10.331 14.767
C 4.201 11.525 15.471
C 5.022 12.543 15.051
C 5.815 12.522 13.898
C 6.365 11.428 10.080
C 5.923 12.740 9.875
C 5.379 13.061 8.653
C 5.331 12.195 7.578
C 5.790 10.921 7.783
C 6.341 10.501 8.990
H 5.357 9.231 13.196
H 3.616 9.505 15.106
H 3.686 11.597 16.407
H 5.048 13.431 15.639
H 6.331 13.401 13.496
H 5.999 13.542 10.680
H 4.860 14.006 8.534
H 5.035 12.429 6.561
H 5.635 10.166 6.988
H 6.626 9.474 9.190
N 9.783 8.686 7.080
C 10.952 7.890 7.556
P 12.210 8.953 8.280
O 11.870 10.359 7.819
O 12.222 8.751 9.845
C 13.804 8.589 7.520
N 14.007 9.408 6.299
H 9.100 8.929 7.877
H 9.301 8.265 6.287
H 10.193 9.596 6.745
H 11.339 7.322 6.673
H 10.528 7.144 8.238
H 13.928 7.524 7.215
H 14.633 8.820 8.210
H 13.634 10.334 6.504
H 13.535 9.018 5.454
H 15.019 9.500 6.163
```

The value obtained for the frontier orbital gap (spin up / spin down) is 3.89 / 5.36 eV. The spin multiplicity is 7. Its expectation value of S² is 12.62. Its net charge is +4.

These are the Mulliken partial charges, in e, on atoms 1 to 8:
1. Tb 0.55
2. C -0.84
3. C -0.26
4. N -0.11
5. C -0.82
6. C -0.58
7. S 0.06
8. C -0.83

Version Q
The following is a quantum chemistry calculation of a structure of composition C32H52N4O2PSTbTe, from the Open Molecules 2025 dataset.

Geometry as XYZ:
```
94
C32H52N4O2PSTbTe, DFT the ωB97M-V functional and the def2-TZVPD basis
Tb 12.199 9.461 11.906
C 13.131 12.438 10.301
C 14.333 11.525 10.448
N 14.274 10.748 11.750
C 14.743 11.565 12.935
C 13.714 12.545 13.491
S 12.031 11.903 13.718
C 11.104 13.102 12.736
C 10.836 12.663 11.279
N 11.817 11.723 10.686
H 13.182 13.373 10.853
H 13.079 12.710 9.253
H 14.399 10.779 9.627
H 15.246 12.114 10.439
H 14.990 10.004 11.645
H 15.039 10.859 13.721
H 15.654 12.146 12.630
H 13.972 12.789 14.550
H 13.761 13.500 12.855
H 10.088 13.169 13.262
H 11.587 14.089 12.728
H 9.879 12.144 11.241
H 10.717 13.615 10.663
H 11.404 11.463 9.753
C 12.930 8.827 15.865
C 12.461 8.225 14.548
C 11.085 8.144 14.310
C 10.101 8.718 15.293
C 10.577 7.359 13.186
C 9.129 6.942 13.147
C 11.475 6.863 12.214
C 10.907 6.075 11.056
C 12.881 7.014 12.400
C 13.871 6.362 11.415
C 13.347 7.641 13.609
C 14.812 7.361 13.950
H 12.478 9.822 16.020
H 14.012 8.864 15.888
H 12.566 8.189 16.666
H 9.997 8.009 16.126
H 9.109 8.964 14.914
H 10.533 9.624 15.719
H 8.762 6.824 12.123
H 8.470 7.688 13.605
H 8.947 5.993 13.672
H 11.640 5.685 10.340
H 10.232 6.707 10.446
H 10.321 5.237 11.405
H 13.514 6.547 10.375
H 13.937 5.249 11.536
H 14.923 6.778 11.454
H 15.000 7.472 15.009
H 15.521 8.047 13.428
H 15.006 6.337 13.721
Te 8.193 10.112 11.726
C 7.080 10.976 13.353
C 6.184 10.239 14.187
C 5.553 10.892 15.255
C 5.750 12.284 15.473
C 6.624 13.002 14.642
C 7.282 12.322 13.613
C 6.956 10.820 10.154
C 6.881 12.224 9.940
C 6.055 12.738 8.953
C 5.382 11.876 8.095
C 5.388 10.505 8.331
C 6.241 9.965 9.348
H 6.054 9.183 13.931
H 4.865 10.345 15.953
H 5.220 12.754 16.310
H 6.668 14.080 14.695
H 7.895 12.921 12.909
H 7.357 12.884 10.700
H 6.002 13.813 8.782
H 4.728 12.333 7.321
H 4.816 9.752 7.715
H 6.217 8.914 9.616
N 9.603 9.834 6.862
C 10.287 8.697 7.586
P 11.922 9.266 8.162
O 11.934 10.756 7.831
O 12.109 8.933 9.677
C 13.185 8.633 7.020
N 13.400 9.589 5.844
H 8.790 10.136 7.372
H 9.313 9.609 5.878
H 10.290 10.643 6.900
H 10.246 7.831 6.911
H 9.707 8.435 8.494
H 13.019 7.614 6.678
H 14.138 8.594 7.597
H 12.973 10.473 6.169
H 12.985 9.256 4.969
H 14.418 9.787 5.655
```

The value obtained for the frontier orbital gap (spin up / spin down) is 5.28 / 6.80 eV. The spin multiplicity is 7. Its expectation value of S² is 12.05. Its net charge is +4.

These are the Mulliken partial charges, in e, on atoms 1 to 8:
1. Tb 0.19
2. C -0.81
3. C -0.64
4. N -0.11
5. C -0.84
6. C -0.66
7. S 0.12
8. C -0.71

How far above the most stable structure does each one sit? In eV: version P 1.513; version Q 0.000.

Version P
The following is a quantum chemistry calculation of a cluster of 3 separate species, C3H13N2O3 in total, from the Open Molecules 2025 dataset.

Geometry as XYZ:
```
21
C3H13N2O3, DFT the ωB97M-V functional and the def2-TZVPD basis
C 2.347 0.609 0.261
C 1.170 -0.256 0.550
C 0.649 -1.086 -0.542
N -0.265 -2.159 -0.218
O 0.074 -0.233 -1.490
N 2.237 2.022 0.554
H 2.632 0.485 -0.776
H 3.179 0.187 0.847
H 1.543 -1.523 -1.032
H 1.097 -0.596 1.594
H 0.122 -2.693 0.557
H -0.214 -2.832 -0.981
H 1.802 2.587 -0.168
H -0.864 -0.485 -1.555
H 1.744 2.207 1.414
H -5.217 0.009 -0.550
H -4.478 -1.067 0.219
O -4.332 -0.330 -0.382
H -1.190 2.425 0.210
H -0.805 0.971 0.572
O -1.231 1.758 0.916
```

The value obtained for the frontier orbital gap is 6.06 eV. Its net charge is +1.

These are the Mulliken partial charges, in e, on atoms 1 to 8:
1. C -0.66
2. C 0.02
3. C 0.23
4. N -0.70
5. O -0.48
6. N -0.51
7. H 0.44
8. H 0.35

Version Q
The following is a quantum chemistry calculation of a cluster of 3 separate species, C3H13N2O3 in total, from the Open Molecules 2025 dataset.

Geometry as XYZ:
```
21
C3H13N2O3, DFT the ωB97M-V functional and the def2-TZVPD basis
C 0.359 -0.843 -2.016
C -0.407 -1.243 -0.842
C 0.240 -1.468 0.464
N 0.117 -2.805 0.956
O -0.267 -0.503 1.487
N 0.609 0.617 -2.066
H 1.323 -1.368 -1.999
H -0.189 -1.116 -2.918
H 1.298 -1.232 0.390
H -1.392 -1.674 -1.053
H -0.702 -3.292 0.627
H 0.053 -2.797 1.967
H -0.086 1.151 -1.522
H -1.155 -0.290 1.179
H 1.518 0.851 -1.659
H 0.415 2.572 2.772
H 0.222 1.220 1.905
O 0.269 2.208 1.879
H -0.489 2.816 0.357
H -1.119 3.642 -0.792
O -0.743 2.774 -0.582
```

The value obtained for the frontier orbital gap is 6.72 eV. Its net charge is +1.

These are the Mulliken partial charges, in e, on atoms 1 to 8:
1. C -0.76
2. C 0.00
3. C 0.26
4. N -0.56
5. O -0.59
6. N -0.32
7. H 0.44
8. H 0.32

How far above the most stable structure does each one sit? In eV: version P 0.624; version Q 0.000.

Version P
The following is a quantum chemistry calculation of a structure of composition CH2BrI, from the Open Molecules 2025 dataset.

Geometry as XYZ:
```
5
CH2BrI, DFT the ωB97M-V functional and the def2-TZVPD basis
C -0.657 -0.360 -0.003
Br -2.208 0.525 0.815
I -0.810 -2.473 -0.126
H 0.491 -0.044 0.884
H -0.497 0.284 -0.910
```

The value obtained for the frontier orbital gap is 9.56 eV.

Which charges does Mulliken predict for the atoms? In e, they are:
1. C -0.66
2. Br -0.08
3. I 0.14
4. H 0.27
5. H 0.33

Version Q
The following is a quantum chemistry calculation of a structure of composition CH2BrI, from the Open Molecules 2025 dataset.

Geometry as XYZ:
```
5
CH2BrI, DFT the ωB97M-V functional and the def2-TZVPD basis
C -0.125 0.099 -0.090
Br -0.242 -1.792 0.065
I 1.909 0.752 0.029
H -0.867 0.689 0.931
H -0.675 0.252 -0.935
```

The value obtained for the frontier orbital gap is 9.67 eV.

Which charges does Mulliken predict for the atoms? In e, they are:
1. C -0.66
2. Br -0.06
3. I 0.13
4. H 0.27
5. H 0.32

How far above the most stable structure does each one sit? In eV: version P 0.384; version Q 0.000.

Version P
The following is a quantum chemistry calculation of a cluster of 2 separate species, C3H12N2O in total, from the Open Molecules 2025 dataset.

Geometry as XYZ:
```
18
C3H12N2O, DFT the ωB97M-V functional and the def2-TZVPD basis
N 0.926 -0.594 0.074
C -0.368 0.047 -0.348
C -0.501 0.398 -1.850
C -1.483 -1.025 0.012
N -1.586 -1.322 1.563
H 1.386 -1.051 -0.660
H 1.468 0.026 0.591
H -0.456 0.980 0.369
H -0.709 1.447 -2.014
H 0.460 -0.082 -2.360
H -1.483 -0.209 -2.172
H -1.253 -1.890 -0.581
H -2.551 -0.741 -0.249
H -1.985 -0.524 2.076
H -0.642 -1.438 1.901
H 3.372 1.902 0.636
H 2.768 2.409 1.776
O 2.637 1.667 1.236
```

The value obtained for the frontier orbital gap is 9.20 eV. As for the SMILES: C[C@H](N)CN.O.

These are the Mulliken partial charges, in e, on atoms 1 to 8:
1. N -0.58
2. C 0.46
3. C -1.05
4. C -0.80
5. N -0.67
6. H 0.18
7. H 0.21
8. H 0.30

Version Q
The following is a quantum chemistry calculation of a cluster of 3 separate species, C3H12N2O in total, from the Open Molecules 2025 dataset.

Geometry as XYZ:
```
18
C3H12N2O, DFT the ωB97M-V functional and the def2-TZVPD basis
C -2.770 -0.849 0.016
C -2.590 -0.556 1.294
N 1.030 2.428 -0.502
H -2.217 -0.324 -0.741
H 0.249 -0.377 0.774
H -3.486 -1.611 -0.263
H -2.233 0.378 1.711
H -3.131 -1.148 2.153
H 0.599 1.511 -0.495
H 0.964 2.830 -1.477
H 0.389 2.824 0.187
N 2.737 -0.411 -0.486
C 1.498 -1.187 -0.354
O 0.409 -0.321 -0.155
H 2.569 0.244 -1.275
H 3.000 0.160 0.338
H 1.337 -1.755 -1.265
H 1.645 -1.836 0.539
```

The value obtained for the frontier orbital gap is 10.22 eV. As for the SMILES: C=C.NCO.N.

These are the Mulliken partial charges, in e, on atoms 1 to 8:
1. C -0.35
2. C -0.59
3. N -0.70
4. H 0.22
5. H 0.31
6. H 0.24
7. H 0.30
8. H 0.18

How far above the most stable structure does each one sit? In eV: version P 0.000; version Q 0.516.